Record 1
Here is C37H32N11ORuS as an isolated structure from the OMol25 dataset. Energies are from ωB97M-V/def2-TZVPD.

```
! wB97M-V def2-TZVPD RIJCOSX def2/J DEFGRID3
* xyz 2 6
Ru 0.737 0.592 -0.621
C -2.213 3.990 -0.191
C -0.992 3.369 0.049
N -0.394 2.650 -0.894
C -0.979 2.588 -2.103
C -2.223 3.172 -2.310
N -2.837 3.850 -1.352
C -0.228 1.846 -3.129
C -0.311 2.101 -4.476
C 0.541 1.423 -5.371
C 1.456 0.530 -4.827
C 1.502 0.306 -3.451
N 0.632 0.943 -2.619
C 2.456 -0.505 -2.781
C 3.633 -1.108 -3.258
N 4.611 -1.449 -2.471
C 4.551 -1.257 -1.111
C 3.420 -1.840 -0.203
N 2.286 -0.580 -1.358
C 0.480 1.678 -6.825
C -0.623 2.303 -7.402
C -0.645 2.509 -8.775
N 0.347 2.129 -9.565
C 1.406 1.537 -9.035
C 1.519 1.295 -7.673
H -2.704 4.588 0.566
H -0.503 3.449 1.010
H -2.745 3.067 -3.254
H -0.995 2.859 -4.826
H 2.149 -0.014 -5.449
H 3.807 -1.228 -4.323
H 5.508 -1.220 -0.607
H 3.669 -2.417 0.677
H -1.480 2.616 -6.821
H -1.486 2.994 -9.255
H 2.194 1.247 -9.720
H 2.424 0.833 -7.304
O -1.446 0.474 0.280
C -2.513 0.067 -0.202
C -3.778 0.071 0.585
C -3.745 -1.321 1.284
C -3.532 -2.546 0.372
C -2.100 -2.749 -0.171
C -1.737 -1.860 -1.386
N -2.552 -0.627 -1.376
H -4.654 0.158 -0.057
H -3.789 0.863 1.331
H -4.692 -1.441 1.809
H -2.954 -1.301 2.038
H -4.256 -2.538 -0.449
H -3.767 -3.423 0.974
H -1.977 -3.793 -0.458
H -1.397 -2.553 0.643
H -1.930 -2.370 -2.327
H -0.676 -1.599 -1.362
H -3.496 -0.823 -1.675
S 3.547 1.206 0.228
C 3.496 -0.296 -0.549
N 2.203 -1.941 -0.862
N 0.982 -1.962 6.122
C 0.826 -1.790 7.474
C 0.962 -2.649 8.559
C 0.714 -2.110 9.804
C 0.349 -0.761 9.972
C 0.224 0.093 8.901
C 0.474 -0.428 7.626
N 0.442 0.184 6.405
C 0.746 -0.745 5.532
C 0.809 -0.488 4.110
C 0.776 -1.499 3.144
C 0.827 -1.160 1.810
N 0.916 0.110 1.390
C 0.941 1.088 2.316
C 0.887 0.837 3.662
H 1.290 -2.806 5.672
H 1.256 -3.683 8.440
H 0.804 -2.742 10.676
H 0.166 -0.393 10.972
H -0.057 1.130 9.024
H 0.686 -2.542 3.415
H 0.805 -1.923 1.041
H 1.039 2.098 1.941
H 0.908 1.640 4.385
*
```

Computed properties:
F_max	1.019	eV/A
molar mass	779.88	g/mol
⟨S²⟩	8.8075
Kohn-Sham gap (alpha / beta)	6.032 / 4.110	eV
energy	-2599.11609	hartree

Record 2
Here is C37H32N9Ti as an isolated structure from the OMol25 dataset. Energies are from ωB97M-V/def2-TZVPD.

```
! wB97M-V def2-TZVPD RIJCOSX def2/J DEFGRID3
* xyz 1 3
Ti -0.216 0.449 -0.461
C -2.867 0.194 1.513
C -2.501 -0.767 2.627
C -1.057 -1.096 2.878
C -0.666 -1.469 4.158
C 0.598 -1.996 4.354
C 1.423 -2.162 3.256
C 0.972 -1.719 2.028
N -0.229 -1.161 1.831
N -2.431 -0.124 0.117
C -2.668 -1.545 -0.263
C -1.435 -2.388 -0.496
C -1.514 -3.764 -0.377
C -0.409 -4.536 -0.703
C 0.741 -3.907 -1.146
C 0.751 -2.526 -1.221
N -0.311 -1.780 -0.896
C -3.278 0.729 -0.750
C -2.837 0.612 -2.177
C -3.709 0.770 -3.242
C -3.242 0.529 -4.523
C -1.929 0.115 -4.690
C -1.119 0.012 -3.577
N -1.554 0.275 -2.339
H -2.499 1.191 1.742
H -3.963 0.250 1.508
H -3.020 -1.720 2.485
H -2.938 -0.349 3.536
H -1.358 -1.362 4.983
H 0.923 -2.289 5.344
H 2.411 -2.592 3.344
H 1.614 -1.801 1.161
H -3.226 -1.561 -1.202
H -3.312 -2.033 0.468
H -2.431 -4.225 -0.033
H -0.450 -5.613 -0.612
H 1.625 -4.466 -1.418
H 1.637 -1.988 -1.544
H -3.212 1.757 -0.391
H -4.329 0.432 -0.661
H -4.737 1.054 -3.063
H -3.897 0.641 -5.376
H -1.529 -0.111 -5.668
H -0.080 -0.278 -3.670
C 0.804 2.701 -4.060
C 1.843 1.928 -4.620
C 2.451 0.974 -3.862
C 2.061 0.769 -2.507
N 0.939 1.408 -2.041
C 0.390 2.388 -2.801
N 2.864 0.006 -1.747
C 2.761 0.092 -0.419
N 1.653 0.527 0.252
C 1.983 0.806 1.561
N 1.205 1.409 2.452
C 0.097 2.054 2.108
C -0.569 2.796 3.135
C -1.544 3.690 2.833
C -1.908 3.889 1.476
C -1.331 3.085 0.545
N -0.424 2.105 0.826
C 3.333 0.358 1.777
C 4.145 0.354 2.913
C 5.428 -0.136 2.784
C 5.915 -0.595 1.545
C 5.127 -0.577 0.414
C 3.818 -0.109 0.542
H 0.330 3.502 -4.608
H 2.176 2.113 -5.633
H 3.291 0.397 -4.222
H -0.445 2.915 -2.353
H -0.209 2.654 4.144
H -2.014 4.273 3.614
H -2.614 4.651 1.180
H -1.588 3.191 -0.504
H 3.772 0.728 3.857
H 6.082 -0.159 3.646
H 6.932 -0.960 1.483
H 5.502 -0.910 -0.545
*
```

Computed properties:
F_max	0.608	eV/A
energy relative to the best compared isomer or geometry (same formula, charge and spin)	0.00	kJ/mol
molar mass	650.59	g/mol
⟨S²⟩	2.0265
Kohn-Sham gap (alpha / beta)	5.145 / 7.268	eV
energy	-2771.38039	hartree